(1)
ORCA calculation (ωB97M-V/def2-TZVPD) on a 2-piece molecular cluster, C4H9NO overall in a non-equilibrium geometry.

Results
**Orbital gap (spin up / spin down)**: 10.43 / 4.24 eV
**Spin multiplicity**: 2
**⟨S²⟩**: 0.7630
**LUMO level (spin up / spin down)**: -0.1584 / -0.3451 Ha
**Total charge**: +1
**HOMO level (spin up / spin down)**: -14.74 / -13.63 eV
**DFT total energy**: -7819.3034 eV

Last column: Löwdin spin population.
Atoms and positions in Å:
H: -1.001 -1.963 1.044  0.00
H: -0.044 -0.612 -2.112  0.01
C: 0.712 -1.315 -1.717  0.02
H: 1.044 0.399 0.868  0.01
N: 0.413 -2.086 -0.473  0.18
C: -0.300 1.948 0.981  0.21
C: -0.721 -1.683 0.094  0.03
H: -0.584 3.004 0.901  0.01
H: -1.483 -1.155 -0.495  0.01
O: -1.082 1.274 1.951  0.20
H: -1.478 1.876 2.628  0.00
C: 0.716 1.313 0.457  0.32
H: 1.136 -1.915 -2.495  0.00
H: 1.194 1.589 -0.378  0.01
H: 1.479 -0.672 -1.255  0.01

(2)
ORCA calculation (ωB97M-V/def2-TZVPD) on an isolated ion of composition C4H9NO2 and charge -1.

Results
**Orbital gap (spin up / spin down)**: 3.51 / 7.04 eV
**Spin multiplicity**: 2
**⟨S²⟩**: 0.7536
**LUMO level (spin up / spin down)**: 0.1449 / 0.1361 Ha
**Total charge**: -1
**HOMO level (spin up / spin down)**: 0.44 / -3.34 eV
**DFT total energy**: -9877.4250 eV

Last column: Löwdin spin population.
Atoms and positions in Å:
C: 1.454 0.935 -0.476  0.02
H: 1.669 1.761 -1.167  0.00
C: -0.243 -0.858 0.104  0.09
C: -0.020 0.535 -0.479  0.01
H: -1.035 -0.351 1.898  0.02
C: -1.468 -1.519 -0.478  0.37
H: -0.441 0.577 -1.486  0.00
H: 0.642 -1.489 -0.134  0.03
N: -0.234 -0.900 1.592  0.05
O: -0.757 1.515 0.309  0.01
H: 0.590 -0.415 1.951  0.02
H: -1.536 -2.580 -0.206  0.04
H: 2.110 0.124 -0.780  0.01
H: 1.701 1.307 0.523  0.00
H: -0.238 2.315 0.204  0.00
O: -2.194 -0.956 -1.373  0.32

(3)
ORCA calculation (ωB97M-V/def2-TZVPD) on one molecule with the formula C4H9NO2.

Results
**Orbital gap**: 10.02 eV
**SMILES**: CNCC(=O)OC
**LUMO level**: 0.0329 Ha
**HOMO level**: -9.13 eV
**DFT total energy**: -9878.6573 eV

Last column: natural (NBO) charge in e.
Atoms and positions in Å:
H: -0.454 -1.624 0.614  0.22
H: 2.223 -0.651 0.064  0.17
C: -2.101 0.825 -1.740  -0.26
H: -2.538 1.560 -1.044  0.18
H: -2.875 0.274 -2.281  0.20
H: 2.883 -0.818 1.713  0.20
N: 0.872 -0.394 1.722  -0.61
O: -1.408 -0.166 -1.022  -0.52
H: 1.814 -2.091 1.029  0.19
H: -1.406 1.323 -2.405  0.20
H: 1.054 0.606 1.770  0.36
H: -1.214 -0.325 1.514  0.23
C: -0.314 -0.584 0.942  -0.34
C: 2.013 -1.015 1.084  -0.42
C: -0.372 0.269 -0.287  0.78
O: 0.311 1.237 -0.521  -0.59

(4)
ORCA calculation (ωB97M-V/def2-TZVPD) on a 2-piece molecular cluster, C4H9NO2 overall in a non-equilibrium geometry.

Results
**Orbital gap (spin up / spin down)**: 7.86 / 7.86 eV
**LUMO level (spin up / spin down)**: 0.0237 / 0.0237 Ha
**HOMO level (spin up / spin down)**: -7.21 / -7.22 eV
**DFT total energy**: -9876.5496 eV

Last column: natural (NBO) charge in e.
Atoms and positions in Å:
N: -0.558 -0.668 -0.732  -0.56
C: 1.531 -0.106 0.040  0.77
H: 1.974 -1.132 -1.508  0.51
H: -3.198 -1.109 0.837  0.21
C: -2.799 -0.336 0.179  -0.67
C: -1.298 -0.362 0.212  0.03
O: 1.390 -0.260 1.357  -0.66
H: 1.522 -1.195 1.570  0.50
H: 2.617 1.665 -0.428  0.23
C: 1.592 1.290 -0.481  -0.70
O: 2.225 -1.100 -0.576  -0.70
H: -3.146 0.631 0.543  0.21
H: 0.952 1.920 0.129  0.24
H: -0.893 -0.062 1.201  0.12
H: -3.165 -0.498 -0.832  0.22
H: 1.252 1.324 -1.512  0.25